Record 1
63
Properties=species:S:1:pos:R:3:forces:R:3 method="wB97M-V/def2-TZVPD" e_tot_ev=-43716.42463 smiles="COc1ccc2c(c1)c(C(c1cn(C)c3ccc(OC)cc13)C1C(=O)OC(C)(C)OC1=O)cn2C" e_homo_ev=-7.201 e_above_lowest_kcal_mol=101.2 lumo_ev=0.228 orbital_gap_ha=0.273
C 4.431 -4.975 -1.033 -0.25 0.52 0.42
O 3.634 -3.954 -0.390 0.60 -0.78 -0.55
C 2.618 -3.429 -1.123 -1.03 0.91 -0.33
C 2.306 -3.866 -2.443 -0.40 0.06 0.07
C 1.221 -3.316 -3.144 0.39 0.27 0.62
C 0.464 -2.333 -2.491 0.23 -0.12 -0.29
C 0.767 -1.880 -1.182 -0.16 0.17 -0.49
C 1.882 -2.385 -0.518 0.07 -1.48 -0.91
C -0.164 -0.814 -0.875 -0.55 -1.60 -1.81
C -0.174 0.050 0.280 2.22 1.91 -0.23
C -1.443 0.707 0.572 -2.18 1.03 -0.68
C -1.999 1.697 -0.256 -0.39 -1.17 1.00
N -3.140 2.207 0.293 -0.07 -0.24 0.05
C -3.953 3.281 -0.272 0.33 -0.33 0.10
C -3.419 1.509 1.459 0.48 -0.21 0.14
C -4.483 1.640 2.348 0.16 -0.02 0.33
C -4.565 0.775 3.427 0.13 -0.61 -0.10
C -3.609 -0.256 3.596 1.51 0.02 -1.18
O -3.861 -1.182 4.560 0.29 -0.53 0.39
C -2.979 -2.328 4.705 -0.50 0.97 -0.26
C -2.456 -0.311 2.761 -1.05 -0.59 0.98
C -2.383 0.553 1.676 0.24 0.98 -1.08
C 0.922 1.416 -0.327 -2.58 -0.89 -1.47
C 2.290 0.997 -0.618 2.56 -1.16 -1.97
O 2.569 0.149 -1.444 -0.36 1.23 1.05
O 3.384 1.619 0.015 -1.23 0.51 -0.17
C 3.146 3.007 0.414 -0.45 -1.07 0.14
C 4.369 3.453 1.232 -0.58 -0.16 -0.33
C 2.818 3.845 -0.824 0.06 0.12 -0.07
O 1.985 2.977 1.275 0.19 -0.47 -0.75
C 0.837 2.404 0.726 -1.97 3.45 2.25
O -0.216 2.811 1.211 2.39 -0.24 -0.52
C -0.975 -0.687 -2.008 0.45 -0.46 0.87
N -0.587 -1.569 -2.979 -0.11 -0.06 -0.27
C -1.258 -1.736 -4.273 0.05 -0.12 0.58
H 5.153 -5.251 -0.265 0.00 -0.10 -0.22
H 3.828 -5.856 -1.318 0.17 0.38 0.16
H 4.954 -4.576 -1.920 -0.22 -0.12 0.33
H 2.896 -4.660 -2.916 -0.31 0.48 0.22
H 1.010 -3.594 -4.179 0.12 -0.08 0.41
H 2.162 -2.004 0.439 0.28 0.03 0.50
H 0.428 -0.254 1.156 -0.66 -0.37 -0.36
H -1.673 2.102 -1.203 0.19 0.05 0.19
H -4.819 3.422 0.388 0.29 0.11 -0.42
H -3.366 4.209 -0.346 -0.25 -0.24 0.16
H -4.282 2.999 -1.281 -0.11 0.10 0.26
H -5.215 2.427 2.229 -0.11 -0.07 0.00
H -5.396 0.794 4.130 0.16 0.13 -0.22
H -3.392 -2.858 5.566 0.23 0.01 -0.21
H -3.009 -2.962 3.801 0.03 0.27 0.32
H -1.949 -1.991 4.904 -0.31 -0.21 -0.01
H -1.677 -1.067 2.897 -0.39 0.23 0.03
H 0.289 1.620 -1.358 1.99 -0.24 2.87
H 4.506 2.771 2.071 -0.06 0.04 -0.07
H 5.269 3.442 0.616 -0.15 -0.13 -0.10
H 4.243 4.469 1.609 -0.20 -0.08 -0.03
H 1.919 3.436 -1.335 0.65 0.43 0.26
H 2.645 4.895 -0.558 -0.18 -0.29 0.15
H 3.657 3.856 -1.521 -0.04 -0.27 0.02
H -1.866 -0.090 -2.164 0.24 0.01 0.06
H -0.665 -2.417 -4.895 -0.21 0.33 0.13
H -2.254 -2.173 -4.119 0.21 0.03 -0.12
H -1.380 -0.767 -4.776 0.18 -0.28 0.12

=====

Record 2
59
Properties=species:S:1:pos:R:3:forces:R:3 method="wB97M-V/def2-TZVPD" e_tot_ev=-40833.32814 e_homo_ev="-17.264 / -17.381" charge=+3 e_above_lowest_kcal_mol=0.9 lumo_ev="-11.238 / -11.910" orbital_gap_ha="0.221 / 0.201"
C 1.623 -1.672 1.329 1.07 -1.50 -0.29
C 0.712 -2.262 0.375 -0.13 -1.34 0.11
C 1.338 -2.227 -0.921 1.28 -1.30 0.27
H -0.212 -2.783 0.614 0.23 0.23 -0.18
C 2.630 -1.600 -0.774 0.51 -2.85 1.09
C 2.819 -1.328 0.624 0.93 -1.68 0.15
H 3.763 -1.038 1.092 -0.47 0.44 -0.27
H 1.472 -1.657 2.402 0.02 0.30 -0.09
H 0.941 -2.676 -1.829 0.08 0.35 0.20
H 3.401 -1.601 -1.534 -0.11 0.45 0.02
Ta 1.070 -0.205 -0.166 -2.60 7.49 -0.37
C -3.744 0.683 -1.814 -0.39 0.54 -0.11
H -3.246 0.093 -2.597 -0.34 0.47 0.14
H -4.463 1.423 -2.252 0.73 -0.58 0.41
H -4.291 -0.010 -1.150 0.26 0.50 -0.23
Si -1.598 -0.055 -0.277 -1.98 -1.34 0.86
C -2.459 0.065 1.349 0.77 0.42 -0.29
C -2.221 -0.972 2.258 -0.16 0.00 0.63
H -1.527 -1.771 1.984 -0.40 0.09 0.28
C -2.874 -0.970 3.496 -0.01 -0.17 -0.20
H -2.724 -1.817 4.163 -0.04 0.28 0.00
C -3.765 0.060 3.827 0.07 -0.17 -0.48
H -4.347 0.008 4.755 0.38 0.12 -0.38
C -3.962 1.119 2.921 -0.20 0.04 -0.23
H -4.691 1.904 3.144 0.38 -0.26 0.02
C -3.298 1.136 1.692 0.06 -0.09 0.39
H -3.420 1.953 0.980 -0.25 -0.09 0.32
C -2.022 -1.613 -1.213 0.23 0.46 -0.28
C -3.015 -2.453 -0.677 0.10 -0.26 0.15
H -3.502 -2.173 0.260 0.05 -0.25 -0.35
C -3.389 -3.612 -1.362 -0.06 0.31 0.05
H -4.214 -4.213 -0.967 0.38 0.11 -0.17
C -2.758 -3.957 -2.566 0.00 0.18 -0.01
H -3.069 -4.849 -3.118 0.16 0.29 0.29
C -1.771 -3.121 -3.102 0.12 0.54 -0.10
H -1.284 -3.348 -4.056 -0.31 -0.05 0.35
C -1.443 -1.926 -2.450 0.18 -0.53 -0.01
H -0.713 -1.227 -2.874 -0.24 -0.28 -0.19
H -1.191 1.306 -0.775 1.16 -0.22 -0.37
H -2.963 1.291 -1.247 -1.12 -0.43 -0.59
N 2.061 0.913 -1.856 -0.81 -0.41 -0.66
C 2.966 1.922 -1.325 0.76 0.42 -0.06
C 3.882 2.527 -2.156 -0.24 -0.10 0.48
C 4.816 3.410 -1.593 0.32 0.52 0.51
C 4.837 3.673 -0.231 0.09 0.21 -0.35
C 3.905 3.067 0.651 -0.37 -0.36 -0.88
C 3.906 3.196 2.056 -0.31 -0.10 -0.13
C 3.007 2.471 2.816 -0.07 -0.06 0.63
C 2.096 1.606 2.215 0.30 0.38 -1.19
N 2.056 1.483 0.861 -0.26 -0.66 0.24
C 2.937 2.200 0.060 0.21 -0.53 0.61
H 1.372 1.369 -2.464 -0.13 0.16 0.16
H 2.539 0.299 -2.532 0.08 0.32 0.47
H 3.881 2.309 -3.226 0.10 0.10 0.26
H 5.537 3.901 -2.241 -0.10 -0.10 0.14
H 5.574 4.365 0.183 -0.17 -0.23 -0.17
H 4.619 3.858 2.538 -0.01 -0.08 -0.04
H 3.018 2.532 3.904 0.00 0.07 -0.31
H 1.397 0.995 2.795 0.26 0.28 -0.20

=====

Record 3
77
Properties=species:S:1:pos:R:3:forces:R:3 method="wB97M-V/def2-TZVPD" e_tot_ev=-166983.67934 s2=3.790 e_homo_ev="-14.406 / -14.579" multiplicity=4 charge=+2 lumo_ev="-8.035 / -8.827" orbital_gap_ha="0.234 / 0.211"
Mo -0.042 0.409 0.377 -1.04 1.08 0.28
C -2.818 -1.666 1.748 0.01 0.00 -0.03
C -1.965 -2.148 0.631 -0.04 -0.15 -0.05
C -2.083 -3.381 0.001 0.10 0.06 -0.06
C -1.219 -3.357 -1.084 -0.15 0.04 0.23
C -0.978 -4.408 -2.107 0.03 0.05 -0.18
N -0.600 -2.168 -1.086 0.06 -0.13 -0.11
N -1.026 -1.423 -0.019 -0.03 -0.05 0.12
B 0.117 -1.451 -2.249 -0.20 0.08 0.22
N -0.712 -0.179 -2.508 0.17 -0.17 -0.35
N -0.989 0.680 -1.487 -0.23 0.20 0.10
C -1.914 1.566 -1.934 -0.16 0.06 -0.19
C -2.558 2.626 -1.115 0.15 -0.07 -0.13
C -2.186 1.277 -3.262 0.06 -0.11 0.05
C -1.423 0.164 -3.593 -0.24 0.28 0.16
C -1.388 -0.578 -4.879 0.13 -0.15 -0.02
N 1.508 -1.041 -1.755 0.11 -0.05 -0.25
N 1.629 -0.242 -0.657 0.39 0.07 0.10
C 2.958 -0.059 -0.442 0.11 -0.09 -0.06
C 3.539 0.721 0.684 0.02 -0.02 -0.12
C 3.664 -0.740 -1.417 -0.10 -0.02 0.11
C 2.717 -1.358 -2.231 0.12 0.12 0.20
C 2.943 -2.238 -3.406 -0.13 -0.01 -0.07
H -3.222 -2.514 2.298 0.02 -0.02 -0.01
H -2.298 -1.017 2.437 -0.05 0.06 0.05
H -3.661 -1.102 1.344 0.02 0.05 0.02
H -2.734 -4.188 0.290 -0.02 0.02 0.01
H -1.348 -5.365 -1.750 0.02 0.00 0.03
H -1.502 -4.178 -3.037 0.00 0.02 0.02
H 0.082 -4.498 -2.341 -0.01 -0.05 0.02
H 0.175 -2.138 -3.210 0.06 -0.03 -0.06
H -1.934 2.978 -0.299 -0.07 -0.08 -0.18
H -2.813 3.470 -1.753 0.03 0.01 -0.01
H -3.487 2.248 -0.686 0.06 0.00 0.04
H -2.877 1.806 -3.897 0.02 -0.02 -0.02
H -1.952 -0.038 -5.634 0.01 0.04 0.01
H -0.364 -0.710 -5.230 -0.02 0.00 -0.03
H -1.834 -1.567 -4.768 0.01 0.01 0.00
H 2.989 0.578 1.609 0.01 -0.02 0.05
H 4.562 0.387 0.846 0.01 0.04 0.01
H 3.571 1.786 0.443 -0.04 0.01 0.08
H 4.735 -0.798 -1.509 -0.01 0.00 -0.02
H 4.010 -2.339 -3.584 0.00 0.00 -0.03
H 2.522 -3.230 -3.239 0.01 0.00 -0.01
H 2.472 -1.826 -4.299 0.04 -0.01 -0.02
Cl 0.995 2.201 2.215 0.20 -0.29 0.17
C 0.773 3.814 1.656 -0.25 0.48 -0.04
C 0.725 4.854 2.538 -0.01 -0.22 0.16
C 0.536 6.146 2.031 0.01 -0.03 -0.09
C 0.402 6.375 0.671 -0.03 0.08 -0.07
C 0.436 5.315 -0.218 0.02 0.08 0.12
Cl 0.197 5.583 -1.883 0.04 0.02 0.01
C 0.641 3.992 0.264 0.08 -0.42 -0.45
S 0.787 2.676 -0.805 -0.24 -0.08 0.27
H 0.810 4.687 3.603 0.00 -0.02 -0.02
H 0.479 6.976 2.722 0.02 0.01 -0.01
H 0.258 7.379 0.297 -0.04 -0.02 -0.02
F -1.782 1.252 1.479 0.74 -0.30 -0.14
Sb -3.053 2.484 2.699 1.13 -0.14 -0.39
F -4.087 3.630 3.709 -0.19 -0.17 -0.07
F -4.315 1.885 1.455 -0.03 0.18 0.31
F -2.403 3.792 1.487 -0.28 -0.05 0.51
F -3.186 0.875 3.668 -0.17 0.33 -0.07
F -1.487 2.855 3.722 -0.31 -0.27 -0.28
Se -0.265 -0.191 3.831 -0.18 0.51 -0.31
N 0.397 -0.646 2.179 0.10 -0.32 0.29
C 1.093 -1.801 2.344 -0.08 0.14 0.06
C 1.730 -2.565 1.345 0.11 -0.29 -0.20
C 2.436 -3.679 1.716 -0.19 0.32 -0.18
C 2.523 -4.110 3.063 -0.06 -0.06 0.35
C 1.884 -3.429 4.052 0.19 -0.32 0.00
C 1.158 -2.263 3.709 -0.23 0.41 -0.28
N 0.491 -1.519 4.583 0.31 -0.59 0.44
H 1.637 -2.304 0.303 0.07 -0.04 0.06
H 2.938 -4.255 0.949 -0.02 -0.03 0.00
H 3.081 -5.007 3.296 0.02 0.02 0.00
H 1.903 -3.753 5.083 0.01 0.04 0.00